## one
C2H3N3O | ωB97M-V/def2-TZVPD

Last column: Mulliken charge in e.
Cartesian coordinates (Å):
C1 -1.99756 -1.02683 -0.32101  0.360
O1 -2.63237 -0.10882 0.31528  -0.345
H1 2.42502 -0.50174 0.02002  0.216
C2 1.56440 1.20149 0.32779  0.188
H2 1.85214 2.10767 -0.14736  0.284
N1 -2.00590 -0.09364 -1.17067  -0.353
H3 -1.95760 -2.05060 -0.35474  0.351
N2 0.61709 0.43661 0.56495  -0.224
N3 2.13478 0.03585 0.76573  -0.476

Output
Kohn-Sham gap = 0.3810 hartree
SMILES = C1=NN1.C1=NO1

=====

## two
C2H3N3O | ωB97M-V/def2-TZVPD

Last column: Mulliken charge in e.
Cartesian coordinates (Å):
O1 -1.88341 -0.63144 0.06454  -0.468
N1 0.49526 -0.91809 0.29192  -0.462
C1 -0.64531 -0.10551 0.06934  0.596
H1 -0.13278 -0.14530 1.21284  0.229
N2 -0.31782 1.07411 -0.50773  -0.315
N3 0.99407 1.07317 -0.63733  -0.295
C2 1.45681 -0.08988 -0.15724  -0.041
H2 2.51001 -0.31824 -0.07406  0.394
H3 -2.47683 0.06117 -0.26227  0.362

Output
Kohn-Sham gap = 0.3729 hartree

=====

Relative energy table, unit kcal/mol: one 108.0; two 0.0

=====

## one
C2H3N3O | ωB97M-V/def2-TZVPD

Last column: Mulliken charge in e.
Cartesian coordinates (Å):
C1 0.04356 0.18184 -1.06169  0.316
O1 1.98846 -0.73254 0.06564  -0.416
N1 -0.54572 -0.38675 0.04725  -0.376
H1 0.98928 -0.56270 2.95161  0.300
N2 1.74142 -0.95173 2.37188  -0.533
H2 -1.06910 -1.25042 -0.14433  0.180
H3 0.87999 -0.00974 -1.73344  0.294
N3 -0.88730 0.92440 -0.74974  -0.409
C2 1.75690 -0.69383 1.19069  0.644

Output
Kohn-Sham gap = 0.3803 hartree
SMILES = C1=NN1.N=C=O

=====

## two
C2H3N3O | ωB97M-V/def2-TZVPD

Last column: Mulliken charge in e.
Cartesian coordinates (Å):
N1 1.25426 -0.56544 -0.02553  0.174
H1 1.07881 1.50819 0.53396  0.407
O1 -1.71365 1.08472 0.19114  -0.406
H2 -2.41582 0.42730 -0.00541  0.453
N2 0.40009 -1.53713 -0.46888  -0.518
H3 2.22613 -0.77893 0.13588  0.202
C1 0.62816 0.57771 0.22165  -0.173
N3 -0.63517 0.29414 -0.07156  0.218
C2 -0.82280 -1.01055 -0.51125  -0.356

Output
Kohn-Sham gap = 0.3521 hartree

=====

Relative energy table, unit kcal/mol: one 0.0; two 6.5

=====

## one
C2H3N3O | ωB97M-V/def2-TZVPD

Last column: Mulliken charge in e.
Cartesian coordinates (Å):
N1 -1.81136 -1.01103 0.63391  -0.270
N2 1.46932 0.37233 0.25079  -0.391
O1 -0.17136 1.81190 -0.24126  -0.541
C1 0.23010 0.68928 -0.14001  0.468
N3 -2.21855 -0.48068 -0.36074  -0.196
H1 1.97361 1.19404 0.37147  0.248
H2 -0.43753 -1.44930 -1.02518  0.331
H3 1.78280 -0.42197 0.78171  0.230
C2 -0.81702 -0.70458 -0.27069  0.121

Output
Kohn-Sham gap = 0.3898 hartree
SMILES = NC(=O)C1N=N1

=====

## two
C2H3N3O | ωB97M-V/def2-TZVPD

Last column: Mulliken charge in e.
Cartesian coordinates (Å):
N1 -0.87050 -1.03375 -0.20158  -0.207
N2 -1.96243 -0.43609 -0.21392  -0.150
H1 -0.16244 2.07337 0.18107  0.409
C1 -0.47901 1.08606 0.13132  -0.130
C2 0.09168 -0.15300 -0.05814  0.173
O1 -1.78505 0.89410 0.03916  -0.069
N3 1.56229 -0.56188 0.23530  -0.552
H2 1.57542 -1.52515 0.51927  0.271
H3 2.03003 -0.34366 -0.63250  0.255

Output
Kohn-Sham gap = 0.3889 hartree
SMILES = Nc1conn1

=====

Relative energy table, unit kcal/mol: one 2.6; two 0.0